1.
{
  "formula": "C26H29N7OPdS2",
  "method": "ωB97M-V with the def2-TZVPD basis set",
  "elements": ["Pd", "N", "N", "C", "N", "S", "H", "H", "H", "H", "H", "N", "S", "C", "C", "C", "C", "C", "C", "C", "C", "C", "C", "C", "C", "H", "H", "H", "H", "H", "H", "H", "H", "H", "H", "H", "C", "C", "C", "C", "C", "N", "C", "O", "N", "C", "C", "C", "C", "N", "C", "C", "C", "H", "H", "H", "H", "H", "H", "H", "H", "H", "H", "H", "H", "H"],
  "coordinates": [[-0.249, -2.549, -0.562], [0.520, -5.584, -1.357], [1.718, -5.819, -0.695], [2.027, -5.148, 0.452], [3.304, -5.353, 0.857], [1.026, -4.139, 1.323], [0.202, -6.426, -1.810], [0.573, -4.801, -1.996], [2.513, -6.082, -1.262], [3.883, -6.062, 0.441], [3.549, -5.004, 1.766], [0.943, -0.725, 0.679], [-0.189, 0.358, 0.711], [-1.868, -0.325, 0.927], [-2.927, 0.571, 0.878], [-4.227, 0.089, 0.866], [-4.457, -1.282, 0.895], [-3.392, -2.167, 0.955], [-2.082, -1.693, 0.967], [-0.135, 1.329, 2.233], [-0.541, 0.804, 3.453], [-0.489, 1.603, 4.585], [-0.039, 2.915, 4.493], [0.377, 3.427, 3.272], [0.331, 2.631, 2.135], [1.058, -1.248, 1.544], [-2.732, 1.640, 0.849], [-5.058, 0.783, 0.824], [-5.471, -1.663, 0.871], [-3.563, -3.235, 1.002], [-1.240, -2.401, 1.084], [-0.895, -0.218, 3.517], [-0.809, 1.202, 5.538], [-0.015, 3.541, 5.376], [0.732, 4.446, 3.199], [0.657, 3.019, 1.175], [4.816, 4.689, -0.051], [3.623, 3.926, -0.567], [3.714, 2.583, -0.913], [2.617, 1.894, -1.401], [1.391, 2.533, -1.560], [0.322, 1.744, -2.037], [-0.996, 2.088, -2.082], [-1.428, 3.214, -1.888], [-1.904, 1.071, -2.329], [-1.896, -0.329, -2.449], [-3.134, -0.952, -2.515], [-3.216, -2.332, -2.616], [-2.048, -3.065, -2.681], [-0.835, -2.488, -2.692], [-0.760, -1.153, -2.524], [1.281, 3.879, -1.217], [2.391, 4.552, -0.727], [5.622, 4.014, 0.236], [4.548, 5.293, 0.817], [5.201, 5.367, -0.816], [4.657, 2.062, -0.792], [2.705, 0.839, -1.641], [0.539, 0.768, -2.100], [-2.831, 1.465, -2.311], [-4.035, -0.351, -2.474], [-4.178, -2.826, -2.652], [-2.069, -4.142, -2.785], [0.240, -0.759, -2.630], [0.337, 4.387, -1.330], [2.291, 5.598, -0.458]],
  "nbo_charge": [0.1726, -0.6382, -0.4435, 0.2848, -0.7979, -0.2510, 0.3607, 0.3763, 0.3574, 0.3832, 0.4180, -1.1565, 1.0803, -0.1469, -0.2488, -0.2206, -0.2152, -0.1933, -0.2693, -0.2668, -0.2114, -0.1968, -0.1999, -0.2253, -0.1374, 0.3644, 0.2286, 0.2163, 0.2141, 0.2203, 0.2191, 0.2259, 0.2160, 0.2155, 0.2178, 0.2267, -0.6238, -0.0428, -0.1875, -0.2557, 0.2225, -0.6374, 0.7995, -0.6573, -0.6194, 0.1118, -0.2084, -0.2608, -0.0018, -0.4637, -0.0543, -0.2682, -0.2036, 0.2137, 0.2152, 0.2177, 0.2095, 0.2188, 0.4013, 0.4117, 0.2121, 0.2209, 0.1955, 0.1890, 0.2579, 0.2082],
  "de_lowest_kj_mol": 67.61,
  "lumo_ev": 0.528,
  "homo_lumo_gap_ev": 6.832
}

---

2.
{
  "formula": "C2H5BrClN",
  "method": "ωB97M-V with the def2-TZVPD basis set",
  "elements": ["C", "N", "C", "Cl", "H", "H", "H", "H", "Br", "H"],
  "coordinates": [[0.340, 1.118, -1.132], [0.107, -0.297, -1.344], [-0.987, -0.767, -1.046], [-1.283, -2.420, -1.357], [-0.553, 1.630, -0.779], [1.204, 1.185, -0.489], [0.632, 1.518, -2.086], [-1.766, -0.128, -0.785], [0.614, -1.311, 4.142], [1.693, -0.530, 4.876]],
  "nbo_charge": [-0.4337, -0.3871, 0.0619, 0.0014, 0.1707, 0.2154, 0.2098, 0.1616, -0.2208, 0.2208],
  "de_lowest_kj_mol": 127.07,
  "lumo_ev": 0.438,
  "homo_lumo_gap_ev": 10.655,
  "smiles": "C/N=C/Cl.Br"
}

---

3.
{
  "formula": "C4H8N2",
  "method": "ωB97M-V with the def2-TZVPD basis set",
  "elements": ["C", "C", "C", "C", "N", "N", "H", "H", "H", "H", "H", "H", "H", "H"],
  "coordinates": [[-0.170, 1.541, 0.930], [0.251, 1.195, -0.466], [0.182, -0.315, -0.545], [0.687, -1.481, 0.204], [-0.841, 1.184, -1.471], [-1.049, -0.212, -1.174], [0.599, 1.400, 1.677], [-1.148, 1.188, 1.227], [1.153, 1.710, -0.797], [1.262, -2.123, -0.467], [-0.124, -2.078, 0.629], [1.347, -1.153, 1.004], [-1.646, 1.743, -1.195], [-1.386, -0.835, -1.897]],
  "nbo_charge": [-0.4290, -0.1546, 0.2091, -0.6765, -0.4392, -0.4584, 0.1709, 0.1725, 0.1993, 0.2223, 0.2207, 0.2364, 0.3488, 0.3778],
  "de_lowest_kj_mol": 493.26,
  "lumo_ev": [0.989, 0.317],
  "homo_lumo_gap_ev": [8.609, 6.527]
}

---

4.
{
  "formula": "C16H20F2FeN3O2SSb",
  "method": "ωB97M-V with the def2-TZVPD basis set",
  "elements": ["Fe", "O", "C", "O", "C", "C", "C", "C", "C", "N", "H", "H", "H", "H", "F", "C", "F", "H", "C", "Sb", "C", "C", "H", "H", "H", "H", "H", "H", "H", "H", "H", "N", "C", "S", "C", "C", "C", "N", "C", "C", "H", "H", "H", "H", "H", "H"],
  "coordinates": [[0.223, -0.253, -0.256], [-0.316, -1.457, 3.432], [-0.287, -1.280, 2.243], [0.601, -0.571, 1.585], [-1.352, -1.890, 1.346], [-2.292, -2.777, 1.826], [-3.220, -3.300, 0.940], [-3.176, -2.909, -0.390], [-2.208, -2.008, -0.793], [-1.311, -1.508, 0.059], [-2.268, -3.035, 2.876], [-3.969, -4.003, 1.279], [-3.878, -3.296, -1.114], [-2.151, -1.684, -1.823], [1.059, 0.322, -2.977], [0.311, -0.471, -2.173], [0.960, -1.695, -2.046], [-0.628, -0.667, -2.703], [4.061, -0.465, 0.272], [2.548, 0.920, -0.256], [2.684, 2.356, 1.298], [3.381, 1.936, -1.917], [4.999, 0.068, 0.415], [4.182, -1.202, -0.519], [3.780, -0.967, 1.196], [3.699, 2.743, 1.361], [2.417, 1.877, 2.239], [2.002, 3.182, 1.101], [4.320, 2.405, -1.629], [2.685, 2.698, -2.262], [3.555, 1.230, -2.725], [-3.990, 4.942, 1.479], [-3.514, 4.709, 0.248], [-3.817, 5.683, -1.039], [-2.619, 3.522, 0.123], [-2.516, 2.851, -1.093], [-1.676, 1.770, -1.207], [-0.928, 1.326, -0.184], [-1.012, 1.970, 0.989], [-1.841, 3.057, 1.178], [-4.603, 5.731, 1.613], [-3.946, 4.254, 2.212], [-3.090, 3.192, -1.943], [-1.586, 1.246, -2.147], [-0.389, 1.589, 1.788], [-1.826, 3.540, 2.145]],
  "mulliken_spin": [1.2105, 0.0056, -0.0012, 0.0258, 0.0028, -0.0003, 0.0009, 0.0005, 0.0011, -0.0294, -0.0003, 0.0000, -0.0002, -0.0006, -0.0091, -0.0909, 0.0045, -0.0025, -0.0037, -0.0458, -0.0024, -0.0073, -0.0016, -0.0001, 0.0002, -0.0012, 0.0004, 0.0001, -0.0018, 0.0000, 0.0003, -0.0001, 0.0000, 0.0003, 0.0001, -0.0008, 0.0007, -0.0546, -0.0025, 0.0013, 0.0000, 0.0000, -0.0004, 0.0038, -0.0019, -0.0002],
  "de_lowest_kj_mol": 0.00,
  "lumo_ev": [-4.128, -3.821],
  "charge": 1,
  "homo_lumo_gap_ev": [7.272, 7.578],
  "s2": 0.893,
  "multiplicity": 2
}

---

5.
{
  "formula": "C3H9NO2",
  "method": "ωB97M-V with the def2-TZVPD basis set",
  "elements": ["C", "C", "N", "O", "H", "H", "H", "H", "H", "C", "O", "H", "H", "H", "H"],
  "coordinates": [[1.838, 1.440, 1.767], [0.625, 1.407, 0.716], [-0.576, 1.949, 1.051], [0.840, 0.955, -0.332], [2.656, 1.788, 1.107], [2.191, 0.379, 2.036], [1.786, 2.008, 2.587], [-1.230, 2.148, 0.201], [-0.861, 2.233, 1.939], [-1.195, -2.469, -1.454], [-1.720, -1.944, -2.726], [-2.021, -3.034, -1.002], [-0.307, -3.136, -1.586], [-0.966, -1.604, -0.885], [-1.058, -2.120, -3.417]],
  "nbo_charge": [-0.7184, 0.6943, -0.8464, -0.6011, 0.2375, 0.2307, 0.2006, 0.4088, 0.3942, -0.2547, -0.7387, 0.1738, 0.1699, 0.1843, 0.4651],
  "de_lowest_kj_mol": 169.77,
  "lumo_ev": 0.842,
  "homo_lumo_gap_ev": 10.765,
  "smiles": "CC(N)=O.CO"
}

---

6.
{
  "formula": "C16H25N3O",
  "method": "ωB97M-V with the def2-TZVPD basis set",
  "elements": ["C", "C", "C", "C", "C", "C", "C", "C", "C", "N", "C", "O", "N", "C", "C", "C", "C", "C", "C", "N", "H", "H", "H", "H", "H", "H", "H", "H", "H", "H", "H", "H", "H", "H", "H", "H", "H", "H", "H", "H", "H", "H", "H", "H", "H"],
  "coordinates": [[-2.111, -1.462, 4.055], [-2.766, -0.086, 4.066], [-2.906, 0.524, 2.671], [-1.561, 0.863, 2.030], [-1.694, 1.669, 0.736], [-2.266, 0.866, -0.438], [-1.274, -0.141, -1.031], [-0.484, 0.377, -2.253], [-1.327, 0.378, -3.522], [0.119, 1.679, -2.017], [1.381, 1.536, -1.494], [2.041, 2.406, -0.979], [1.726, 0.217, -1.703], [2.882, -0.464, -1.338], [3.958, 0.202, -0.754], [5.094, -0.505, -0.410], [5.179, -1.868, -0.641], [4.108, -2.528, -1.219], [2.964, -1.837, -1.567], [0.698, -0.475, -2.403], [-2.651, -2.136, 3.393], [-2.115, -1.889, 5.056], [-1.079, -1.402, 3.719], [-2.182, 0.588, 4.697], [-3.761, -0.172, 4.509], [-3.457, -0.174, 2.038], [-3.498, 1.440, 2.749], [-1.007, -0.055, 1.832], [-0.976, 1.452, 2.740], [-2.345, 2.526, 0.926], [-0.709, 2.057, 0.471], [-3.154, 0.334, -0.097], [-2.595, 1.558, -1.216], [-1.791, -1.048, -1.346], [-0.546, -0.430, -0.272], [-2.248, 0.932, -3.366], [-1.577, -0.644, -3.795], [-0.778, 0.843, -4.338], [-0.432, 2.488, -1.792], [3.893, 1.262, -0.572], [5.923, 0.019, 0.043], [6.072, -2.411, -0.372], [4.161, -3.592, -1.400], [2.123, -2.352, -2.005], [0.966, -0.541, -3.390]],
  "nbo_charge": [-0.6078, -0.3865, -0.3942, -0.4003, -0.3935, -0.4131, -0.4164, 0.2781, -0.6257, -0.6600, 0.7766, -0.6286, -0.3214, 0.2304, -0.2731, -0.1883, -0.2461, -0.1824, -0.2893, -0.4409, 0.1986, 0.2099, 0.2028, 0.1936, 0.1982, 0.1894, 0.1980, 0.1965, 0.2053, 0.2005, 0.2056, 0.2119, 0.1926, 0.2140, 0.2159, 0.2220, 0.2211, 0.2211, 0.4136, 0.2551, 0.2132, 0.2109, 0.2102, 0.2293, 0.3533],
  "de_lowest_kj_mol": 77.03,
  "lumo_ev": 0.767,
  "homo_lumo_gap_ev": 8.782,
  "smiles": "CCCCCCC[C@@]1(C)NC(=O)N(c2ccccc2)N1"
}